Record 1
Below is 2 unconnected molecules or ions with the total composition C3H6NO at a distorted geometry, with properties calculated with ωB97M-V/def2-TZVPD.

XYZ file:
```
11
Properties=species:S:1:pos:R:3:forces:R:3:lowdin_charge:R:1
O 1.326 3.413 0.907 -0.03 0.05 -0.01 0.157
N 0.443 -0.487 0.297 1.27 2.00 -1.48 0.083
C -0.173 -0.779 -1.041 -2.26 -1.81 1.64 -0.002
C -1.000 -0.712 0.234 0.94 3.88 -1.94 -0.032
C 1.073 2.359 0.640 0.14 0.28 0.02 0.081
H -1.639 0.164 0.475 0.81 -0.41 -0.55 0.153
H -0.066 -1.748 -1.525 0.56 0.06 0.66 0.135
H -0.547 -0.068 -1.721 0.98 1.70 -0.57 0.114
H 0.828 0.518 0.342 -0.88 -1.27 0.35 0.051
H 1.098 -1.145 0.712 -0.33 -0.35 -0.19 0.185
H -1.343 -1.515 0.681 -1.21 -4.13 2.06 0.073
```
Forces are in eV/Å.

Output
HOMO	-0.6401	Eh
total energy	-6737.0133	eV
energy relative to the best compared isomer or geometry (same formula, charge and spin)	0.964	eV
orbital gap	14.04	eV
multiplicity	1
charge	+1
lowest unoccupied orbital energy	-3.378	eV

=====

Record 2
Below is a single C4H6O molecule at a distorted geometry, with properties calculated with ωB97M-V/def2-TZVPD.

XYZ file:
```
11
Properties=species:S:1:pos:R:3:forces:R:3:lowdin_charge:R:1
O 1.461 -2.230 0.224 1.22 0.43 -0.30 -0.008
C -1.201 1.584 -0.680 -0.56 0.68 -0.45 -0.012
C -0.381 0.997 0.187 0.72 -0.15 -0.78 -0.191
C 1.044 -0.977 0.577 -0.81 0.23 -0.93 -0.197
C -0.068 -0.438 0.070 0.03 0.85 0.23 -0.103
H 0.300 1.602 0.776 -0.42 0.03 0.50 0.100
H 1.779 -0.366 1.091 -0.02 -0.17 0.21 0.117
H -1.686 1.085 -1.506 -0.18 -0.81 0.22 0.051
H -0.764 -0.953 -0.582 0.25 -0.51 0.13 0.112
H 0.976 -2.942 0.602 -0.84 -0.62 0.57 0.081
H -1.461 2.638 -0.759 0.60 0.05 0.60 0.051
```
Forces are in eV/Å.

Output
HOMO	-0.3152	Eh
total energy	-6290.9249	eV
energy relative to the best compared isomer or geometry (same formula, charge and spin)	0.993	eV
orbital gap	9.57	eV
multiplicity	1
charge	0
lowest unoccupied orbital energy	0.990	eV

=====

Record 3
Below is a molecular structure, C25H24Cl3CrN6OPS3Si, with properties calculated with ωB97M-V/def2-TZVPD.

XYZ file:
```
65
Properties=species:S:1:pos:R:3:forces:R:3:lowdin_spin:R:1
Cr 1.251 0.171 0.658 -0.41 0.18 -0.14 0.964
Cl 4.750 1.611 2.206 -0.05 -0.07 -0.06 -0.012
Cl 4.726 1.146 -0.989 -0.06 0.03 0.01 -0.008
Cl 3.255 -1.213 0.838 0.18 -0.16 0.09 0.005
S 3.024 0.276 -4.442 0.08 0.04 0.03 0.000
S -0.130 -2.331 -3.463 0.03 -0.06 -0.07 0.000
S -0.743 1.424 -4.271 -0.07 0.04 0.06 0.000
P -1.692 -0.046 2.675 0.04 0.00 -0.05 0.000
Si 3.513 0.996 0.658 -0.05 0.00 0.03 -0.026
O 1.134 0.228 -1.081 0.42 0.00 0.11 0.066
N -2.337 2.311 1.255 -0.03 -0.03 0.04 0.001
N -0.146 -1.405 0.813 0.04 -0.06 0.01 -0.001
N 1.127 0.112 2.826 -0.01 -0.05 -0.15 0.000
N -0.347 1.507 0.802 0.20 -0.05 -0.04 -0.005
N 0.142 -0.029 4.788 -0.03 -0.02 -0.01 0.000
N -1.970 -2.518 1.310 -0.01 0.04 0.02 0.000
C -2.720 0.800 -2.786 0.02 0.00 0.05 0.000
C -0.893 -0.118 5.811 -0.02 0.00 0.04 0.000
C 2.088 0.049 3.797 0.00 0.04 -0.01 0.001
C 3.241 2.757 -3.900 0.00 0.04 0.04 0.000
C 3.752 1.795 -4.716 -0.08 -0.04 0.00 0.000
C -1.448 1.322 1.509 -0.07 0.05 0.02 0.001
C -1.260 -1.389 1.526 0.00 -0.02 0.02 0.001
C 2.246 -2.164 -2.546 -0.03 -0.04 -0.05 -0.001
C 1.145 -1.397 -2.799 -0.01 0.05 0.11 -0.001
C 1.490 -0.029 5.017 -0.02 -0.03 0.01 0.000
C 2.021 0.914 -3.205 -0.03 -0.03 -0.02 0.002
C -3.652 2.473 1.860 -0.05 0.01 0.01 0.000
C 2.239 2.248 -3.036 0.07 0.03 -0.03 0.000
C -0.133 -2.579 0.112 -0.02 0.01 0.06 0.000
C -0.416 0.549 -2.833 0.02 0.02 -0.13 0.004
C -0.047 0.048 3.452 0.03 0.05 0.04 0.001
C 0.814 -3.754 -3.419 -0.03 0.05 0.04 -0.001
C -1.764 3.153 0.343 0.03 -0.01 0.03 0.000
C 2.055 -3.525 -2.901 0.02 0.02 0.00 0.000
C 0.987 0.079 -2.479 -0.23 -0.04 0.04 0.006
C -1.264 -3.278 0.415 -0.02 -0.01 -0.02 0.000
C -1.563 0.282 -2.145 -0.04 0.03 0.01 0.000
C -2.420 1.442 -3.950 0.05 -0.03 -0.03 0.000
C -0.528 2.645 0.072 -0.01 0.03 -0.02 0.000
C -3.241 -2.878 1.922 -0.03 -0.02 0.02 0.000
H 3.137 0.067 3.570 0.03 0.01 -0.02 0.000
H -2.275 4.022 -0.031 -0.01 0.01 -0.01 0.000
H -4.151 3.311 1.382 0.01 0.00 -0.01 0.000
H -1.466 -1.036 5.701 0.01 0.00 -0.01 0.000
H -0.412 -0.120 6.785 0.01 0.00 -0.01 0.000
H -3.122 -3.032 2.993 0.01 0.00 -0.01 0.000
H -1.624 -4.232 0.071 -0.01 -0.01 0.00 0.000
H 2.806 -4.293 -2.790 0.02 0.00 0.00 0.000
H -3.097 1.927 -4.633 -0.01 0.00 -0.01 0.000
H -1.569 -0.269 -1.214 0.00 -0.02 0.01 0.000
H 3.156 -1.763 -2.123 0.03 0.00 0.03 0.000
H -3.593 -3.802 1.472 0.01 0.00 -0.01 0.000
H -3.981 -2.100 1.748 0.01 0.00 -0.01 0.000
H 4.519 1.902 -5.466 0.01 0.00 -0.02 0.000
H -3.726 0.700 -2.405 -0.01 0.00 0.01 0.000
H -3.564 2.678 2.925 0.01 0.00 -0.01 0.000
H 0.415 -4.684 -3.790 -0.01 -0.01 -0.01 0.000
H 3.568 3.786 -3.910 0.01 0.00 0.00 0.000
H 0.225 3.015 -0.598 0.02 -0.01 -0.03 0.000
H 1.710 2.848 -2.309 -0.03 0.01 0.01 0.000
H -1.562 0.737 5.752 0.01 0.00 -0.01 0.000
H 0.670 -2.836 -0.558 0.02 0.00 -0.01 0.000
H 1.901 -0.088 6.009 0.00 0.01 0.01 0.000
H -4.253 1.578 1.711 0.01 0.00 -0.01 0.000
```
Forces are in eV/Å.

Output
HOMO (alpha / beta)	-0.3943 / -0.3942	Eh
total energy	-152962.9045	eV
energy relative to the best compared isomer or geometry (same formula, charge and spin)	0.000	eV
orbital gap (alpha / beta)	7.59 / 7.88	eV
multiplicity	2
charge	+1
expectation value of S²	0.77
lowest unoccupied orbital energy (alpha / beta)	-3.140 / -2.842	eV